Density functional theory data (the ωB97M-V functional and the def2-TZVPD basis) for a 2-piece molecular cluster, C5H13N5O5 overall at a distorted geometry.

Computed properties:
* electronic energy: -847.858640 Ha

Element x y z (Å)
1 C -0.6743 -0.1435 1.4280
2 C -2.9357 1.6747 2.9471
3 C 3.2899 -3.2751 0.7031
4 C 0.0039 -0.9599 -3.6215
5 C -0.2652 2.7668 -1.0470
6 N 0.5032 0.0481 0.7525
7 N 1.1313 -0.6610 -0.0855
8 N -0.7977 0.8766 2.4268
9 N 1.7873 -1.6487 -0.1576
10 N 0.1721 0.8061 -2.1573
11 O -1.5543 -0.9501 1.2336
12 O -1.8514 0.9623 3.4383
13 O 2.1040 -2.4119 1.0675
14 O -0.5275 -0.3480 -2.4113
15 O -0.5405 1.3850 -1.1128
16 H -2.8681 2.7460 3.1832
17 H -3.6461 1.2215 3.6024
18 H -3.0750 1.6176 1.8417
19 H 3.9449 -3.1220 1.5062
20 H 3.6175 -2.8385 -0.2083
21 H 2.9776 -4.2702 0.6608
22 H -0.2028 -2.0515 -3.5788
23 H 1.0228 -0.5969 -3.8261
24 H -0.6633 -0.6273 -4.3915
25 H -0.0333 3.1255 -0.0394
26 H -1.0786 3.4062 -1.5626
27 H 0.5910 2.8984 -1.7376
28 H 0.1503 1.0729 2.7265

Atoms 1-3, force components in eV/Å:
-3.075 -0.581 1.448
-0.220 1.148 -0.648
-2.414 2.571 0.426

Density functional theory data (the ωB97M-V functional and the def2-TZVPD basis) for a 2-piece molecular cluster, C5H13NO overall at a distorted geometry.

Computed properties:
* multiplicity: 2
* net charge: -1
* energy above the lowest of the compared OMol25 structures with the same formula, charge and spin: 2.064 eV

Element x y z (Å)
1 C 1.0993 2.3345 0.8421
2 C 0.3296 1.0278 0.5409
3 C -0.2000 1.1300 -0.9240
4 C -0.0446 -0.1350 -1.7364
5 C 0.8042 -0.2079 -2.7794
6 N 1.2314 -0.0656 0.8519
7 H 1.2884 2.3513 1.9145
8 H 0.5318 3.2280 0.5755
9 H 1.9797 2.2788 0.2016
10 H -0.5814 0.9427 1.1340
11 H -1.2367 1.4555 -0.9953
12 H 0.4880 1.8111 -1.4217
13 H -0.7009 -0.9824 -1.5786
14 H 0.6382 -0.8370 -3.6461
15 H 1.7489 0.3210 -2.7794
16 H 1.7749 -0.3941 0.0671
17 H 0.7048 -0.8133 1.2869
18 H -2.6679 -4.7701 2.4662
19 H -4.0480 -4.4692 2.8734
20 O -3.1399 -4.2061 3.1068

Atoms 1-3, force components in eV/Å:
-1.023 -0.560 0.059
-0.414 0.994 -0.473
1.938 -1.483 0.212

Density functional theory data (the ωB97M-V functional and the def2-TZVPD basis) for one molecule with the formula C5H13NO at a distorted geometry.

Computed properties:
* energy above the lowest of the compared OMol25 structures with the same formula, charge and spin: 0.894 eV
* SMILES: CC(C)[C@@H](N)CO

Element x y z (Å)
1 C 1.2138 -0.5994 -0.7269
2 O 1.8971 -0.5942 -2.0054
3 C 0.0587 0.3790 -0.6926
4 C -0.8408 0.1765 0.5661
5 C -0.0182 0.1251 1.8261
6 C -1.7170 -1.0593 0.3918
7 N 0.5345 1.7484 -0.8135
8 H 0.8958 -1.6258 -0.5806
9 H 1.9825 -0.3484 0.0103
10 H 1.4594 0.0730 -2.5583
11 H -0.6071 0.2371 -1.5526
12 H -1.3983 1.1054 0.5944
13 H 0.5832 1.0298 1.9377
14 H -0.6612 0.0612 2.7017
15 H 0.6253 -0.7542 1.9060
16 H -2.1558 -1.1523 -0.6012
17 H -1.0698 -1.9229 0.5566
18 H -2.5393 -1.1043 1.0953
19 H 0.3370 2.2502 -1.6600
20 H 1.4202 1.9751 -0.3951

Atoms 1-3, force components in eV/Å:
0.677 -0.112 -1.241
-0.550 0.354 0.089
-0.182 0.314 0.282

Density functional theory data (the ωB97M-V functional and the def2-TZVPD basis) for one molecule with the formula C5H13NO at a distorted geometry.

Computed properties:
* energy above the lowest of the compared OMol25 structures with the same formula, charge and spin: 2.924 eV
* SMILES: CCC[C@H](N)CO

Element x y z (Å)
1 C -0.8383 -1.2533 0.5129
2 O -0.0522 -2.2782 -0.0558
3 C -0.7638 -0.1097 -0.4768
4 C -0.2240 1.2737 0.1265
5 C 1.2899 1.3531 0.1028
6 C 1.9148 0.0382 0.5057
7 N -2.2295 -0.0563 -0.8767
8 H -2.0333 -1.5036 0.7702
9 H -0.2729 -1.1274 1.4950
10 H -0.3242 -3.0885 -0.4416
11 H -0.1419 -0.4446 -1.4052
12 H -0.6412 2.1468 -0.4674
13 H -0.4756 1.4537 1.1739
14 H 1.6959 1.5336 -0.9315
15 H 1.6612 2.2469 0.7348
16 H 3.0858 0.2528 0.3785
17 H 1.6428 -0.7307 -0.1997
18 H 1.6197 -0.3671 1.4423
19 H -2.7629 0.6705 -0.4356
20 H -2.1502 -0.0102 -1.9523

Atoms 1-3, force components in eV/Å:
-0.593 -1.561 2.251
1.510 -0.255 0.276
-1.543 1.472 0.255

Density functional theory data (the ωB97M-V functional and the def2-TZVPD basis) for one molecule with the formula C5H13NO.

Computed properties:
* energy above the lowest of the compared OMol25 structures with the same formula, charge and spin: 1.235 eV
* SMILES: CCCNCCO

Element x y z (Å)
1 C 0.6394 1.3128 1.1741
2 C 1.2742 0.2402 2.0570
3 C 1.1077 1.3043 -0.2843
4 N 0.6003 0.2390 -1.1317
5 C -0.8545 0.1567 -1.2257
6 C -1.5619 -0.8526 -0.3374
7 O -1.0774 -2.1723 -0.5467
8 H 0.9007 2.2942 1.5941
9 H -0.4481 1.3072 1.1770
10 H 0.8510 -0.7572 1.9900
11 H 2.3024 0.1109 1.7233
12 H 1.3202 0.5921 3.0811
13 H 0.7506 2.2535 -0.7078
14 H 2.1943 1.3630 -0.3440
15 H 0.9735 -0.6507 -0.8249
16 H -1.2814 1.1447 -1.0934
17 H -1.0974 -0.1381 -2.2497
18 H -1.5534 -0.6075 0.7292
19 H -2.5959 -0.8552 -0.6983
20 H -0.2695 -2.2913 -0.0428

Atoms 1-3, force components in eV/Å:
0.297 0.305 0.011
0.379 0.277 -0.474
-0.660 0.733 0.095

Density functional theory data (the ωB97M-V functional and the def2-TZVPD basis) for a 2-piece molecular cluster, C5H13NO overall at a distorted geometry.

Computed properties:
* energy above the lowest of the compared OMol25 structures with the same formula, charge and spin: 2.545 eV
* SMILES: C[C@H]1CCCN1.O

Element x y z (Å)
1 N 0.5047 -0.2942 0.6092
2 C -0.9281 -0.4299 1.1033
3 C -1.3250 0.9278 1.1991
4 C -0.6501 1.4475 -0.1148
5 C 0.5486 0.6490 -0.4849
6 C 0.4638 0.0538 -1.8912
7 H 1.0779 0.1117 1.4770
8 H -0.7265 -0.9975 1.9814
9 H -1.4750 -1.0871 0.3506
10 H -2.3670 0.9583 1.3701
11 H -0.8206 1.5099 1.9977
12 H -1.3034 1.5093 -0.9216
13 H -0.3017 2.5081 0.0329
14 H 1.5009 1.2403 -0.2365
15 H 0.6900 -1.0327 -1.9939
16 H -0.5620 -0.0403 -2.1293
17 H 0.8453 0.8022 -2.6695
18 H 1.1226 -2.1301 0.5355
19 H 1.7033 -3.0666 -0.5133
20 O 2.0025 -2.6395 0.2983

Atoms 1-3, force components in eV/Å:
1.451 -1.851 3.073
3.383 -3.263 -1.321
0.769 2.556 -0.388

Density functional theory data (the ωB97M-V functional and the def2-TZVPD basis) for a 2-piece molecular cluster, C5H13NO overall at a distorted geometry.

Computed properties:
* energy above the lowest of the compared OMol25 structures with the same formula, charge and spin: 1.734 eV
* SMILES: C=CN.CCCO

Element x y z (Å)
1 C -1.2660 -0.8133 0.9400
2 O -1.4910 -1.1251 -0.4230
3 C -1.7772 0.6068 1.2600
4 C -0.7840 1.7577 0.9090
5 H -0.1975 -0.9283 1.2682
6 H -1.8482 -1.5839 1.4869
7 H -1.9742 0.6352 2.3296
8 H -2.7280 0.8124 0.7580
9 H -1.1756 2.7457 1.2589
10 H -0.5586 1.8277 -0.1601
11 H 0.2310 1.6169 1.3914
12 C 1.6761 -0.1575 -1.0237
13 C 2.4842 -1.0483 -0.3977
14 N 0.8377 -0.4925 -2.1159
15 H 1.6050 0.9023 -0.6933
16 H 3.3408 -0.7120 0.2355
17 H 2.4107 -2.1123 -0.6437
18 H 1.3417 -1.1230 -2.7546
19 H -0.6858 -1.1493 -0.9989
20 H 0.5590 0.3409 -2.6267

Atoms 1-3, force components in eV/Å:
-0.021 -0.073 0.117
0.781 -0.190 -0.931
0.860 0.285 -0.020

Density functional theory data (the ωB97M-V functional and the def2-TZVPD basis) for one molecule with the formula C5H13NO at a distorted geometry.

Computed properties:
* energy above the lowest of the compared OMol25 structures with the same formula, charge and spin: 1.337 eV
* SMILES: CNCC[C@H](C)O

Element x y z (Å)
1 C -0.0077 -1.0506 0.2309
2 C -0.8237 -0.0656 1.0951
3 C -0.0048 0.8342 1.9681
4 O -1.7385 -0.8212 1.8806
5 C 0.9868 -0.4727 -0.7485
6 N 0.3546 0.3311 -1.7447
7 C 1.2083 1.0784 -2.6202
8 H -0.7818 -1.6398 -0.2641
9 H 0.5671 -1.6350 0.9554
10 H -1.3920 0.6092 0.4379
11 H 0.5460 1.5947 1.4273
12 H -0.5915 1.2650 2.7803
13 H 0.7759 0.2856 2.5207
14 H -2.5062 -0.9800 1.3498
15 H 1.7559 0.0855 -0.1826
16 H 1.5654 -1.2741 -1.2286
17 H -0.6142 0.5734 -1.7431
18 H 2.0860 0.4767 -2.8647
19 H 1.5826 2.0163 -2.1830
20 H 0.8124 1.4204 -3.5802

Atoms 1-3, force components in eV/Å:
-0.181 0.359 0.769
0.023 0.404 -1.004
0.978 -0.480 1.381

Density functional theory data (the ωB97M-V functional and the def2-TZVPD basis) for a 2-piece molecular cluster, C5H13NO overall at a distorted geometry.

Computed properties:
* energy above the lowest of the compared OMol25 structures with the same formula, charge and spin: 2.643 eV
* SMILES: CC/C=C(/C)N.O

Element x y z (Å)
1 C 0.3875 1.7748 -0.5355
2 C -0.9620 0.7297 -0.4089
3 N -1.7975 -1.8946 0.0783
4 C -1.1247 -1.5545 -1.1446
5 C -0.9991 -0.2572 -1.5591
6 C -0.8713 -2.8045 -2.0520
7 H 1.1848 1.4541 -1.1930
8 H 0.1690 2.8168 -0.8819
9 H 0.7536 1.9901 0.4702
10 H -1.8841 1.3415 -0.3023
11 H -0.8777 0.2713 0.5585
12 H -1.9386 -2.7676 0.2824
13 H -2.3596 -1.2182 0.4898
14 H -0.7899 -0.0285 -2.6306
15 H -0.4157 -3.6602 -1.4287
16 H -1.9274 -3.1728 -2.1994
17 H -0.3188 -2.8353 -2.9814
18 H 3.3664 2.8767 4.4759
19 H 4.4584 3.3921 3.5326
20 O 4.3225 3.1841 4.4325

Atoms 1-3, force components in eV/Å:
-2.308 0.383 0.446
1.356 3.126 -1.429
3.411 5.022 -3.322

Density functional theory data (the ωB97M-V functional and the def2-TZVPD basis) for a 2-piece molecular cluster, C5H13NO overall at a distorted geometry.

Computed properties:
* energy above the lowest of the compared OMol25 structures with the same formula, charge and spin: 1.229 eV
* SMILES: C=C(C)CCN.O

Element x y z (Å)
1 C 0.6193 -1.2833 -0.5968
2 C -0.0233 -0.7236 0.6803
3 C 0.2419 0.7205 0.9329
4 C 1.0888 1.1215 1.8693
5 C -0.4580 1.6739 0.0245
6 N 2.0347 -1.1137 -0.7871
7 H 0.0883 -0.9258 -1.4889
8 H 0.4313 -2.3608 -0.6505
9 H 0.3309 -1.3774 1.4861
10 H -1.0817 -0.9537 0.5756
11 H 1.3227 2.1726 2.0401
12 H 1.5426 0.3742 2.5107
13 H -0.0554 2.6711 0.0811
14 H -0.4655 1.3892 -1.0253
15 H -1.5236 1.7262 0.2845
16 H 2.5456 -1.4002 0.0349
17 H 2.3319 -0.1795 -1.0114
18 H -3.5791 -0.9349 -1.2966
19 H -2.6742 0.1681 -1.9641
20 O -2.7173 -0.7644 -1.6994

Atoms 1-3, force components in eV/Å:
-0.512 -0.187 -0.887
0.165 -1.060 -0.014
0.097 -0.094 -0.317